21
Properties=species:S:1:pos:R:3:forces:R:3:nbo_charge:R:1 method="wB97M-V/def2-TZVPD" max_force_ev_per_a=2.5 smiles=C[C@@H](O)CCNCO orbital_gap_ev=9.6299 e_lumo_ha=0.033 spin_multiplicity=1 homo_ev=-8.738
C -0.189 -0.908 2.682 -1.7 -0.5 -1.0 -0.63
C 0.760 -0.331 1.635 2.1 -1.1 0.8 0.09
O 1.977 -1.072 1.964 0.4 0.2 0.1 -0.74
C 0.448 -0.615 0.179 -0.1 1.6 -0.9 -0.43
C -0.615 0.346 -0.384 -1.1 -1.1 1.2 -0.23
N -0.950 0.046 -1.773 -0.3 0.6 0.6 -0.67
C -0.313 0.898 -2.775 -1.3 1.3 1.3 0.09
O -0.452 2.289 -2.379 0.2 -0.7 -0.1 -0.73
H -0.029 -1.997 2.745 0.2 0.4 -0.2 0.23
H -1.194 -0.809 2.237 0.0 0.0 0.6 0.20
H -0.238 -0.573 3.726 0.5 0.6 -0.6 0.23
H 1.011 0.734 1.710 -0.5 0.0 0.3 0.17
H 2.769 -0.616 1.656 -0.3 0.0 -0.1 0.46
H 1.327 -0.409 -0.450 0.3 -0.5 0.5 0.20
H 0.090 -1.621 -0.016 0.1 -0.3 0.2 0.20
H -0.386 1.430 -0.358 0.1 -0.8 0.4 0.22
H -1.472 0.101 0.341 0.4 1.0 -1.4 0.17
H -0.939 -0.944 -1.983 0.1 0.2 -0.2 0.37
H 0.769 0.790 -2.861 -0.1 -0.3 -0.6 0.16
H -0.977 0.820 -3.629 0.9 -0.6 -0.9 0.17
H -1.397 2.442 -2.267 -0.1 0.0 0.0 0.46